128
Properties=species:S:1:pos:R:3:forces:R:3 method="wB97M-V/def2-TZVPD" relative_energy_kcal_mol=0.0 gap_ev=8.415 e_lumo_ev=-0.6
C -6.5887 -3.2915 -0.5935 -0.1 -0.1 0.2
O -6.1349 -3.3425 0.7415 0.1 -0.1 0.0
C -4.7860 -2.9355 0.9145 -0.1 0.1 -0.2
C -3.7828 -3.5841 -0.0356 0.0 0.1 0.0
C -2.3718 -3.6632 0.5552 -0.4 0.2 -0.4
C -1.5005 -4.6706 -0.1931 0.6 -0.2 0.4
C -0.0048 -4.3332 -0.1122 -0.5 0.7 0.1
C 0.2654 -3.1153 -1.0087 0.5 -0.3 0.2
C 0.4879 -3.4920 -2.4809 0.2 0.3 0.0
C -0.1860 -2.5975 -3.5341 -0.2 -0.3 -0.1
C -1.6445 -2.2091 -3.2295 0.1 0.0 0.2
C -1.8577 -0.7861 -2.7993 -0.2 -0.1 -0.1
C -1.0221 -0.1007 -1.9820 0.2 0.1 0.0
C -1.2369 1.2515 -1.5646 0.0 0.0 0.1
C -0.2359 1.8801 -0.6234 0.0 -0.4 -0.1
C -0.3385 1.2572 0.7553 -0.1 0.3 0.6
O -0.8923 1.7944 1.6739 0.0 -0.2 -0.3
O 0.1890 0.0181 0.9302 0.2 0.1 0.0
C -2.3147 1.9505 -1.9986 0.0 0.1 0.1
C -3.2283 1.2871 -2.8550 -0.2 0.0 -0.1
N -4.3510 1.8020 -3.3676 0.0 0.0 -0.1
S -5.0292 0.6480 -4.2487 0.1 -0.2 0.1
N -3.9795 -0.5490 -4.0381 0.0 0.1 0.0
C -3.0132 -0.0718 -3.2450 -0.1 0.0 0.0
H -6.2158 -2.4072 -1.1171 0.0 0.1 -0.1
H -6.3088 -4.1935 -1.1429 0.1 0.1 -0.1
H -7.6756 -3.2558 -0.5569 0.0 0.1 0.0
H -4.7425 -1.8449 0.7949 0.1 0.1 0.1
H -4.5337 -3.1782 1.9447 -0.1 0.0 0.1
H -4.1221 -4.5785 -0.3332 -0.1 -0.1 0.2
H -3.7440 -2.9850 -0.9492 0.0 -0.1 -0.2
H -2.4414 -3.9450 1.6067 0.1 0.0 0.1
H -1.9490 -2.6560 0.5225 0.1 0.0 0.1
H -1.7680 -4.7495 -1.2503 -0.2 0.0 0.0
H -1.6640 -5.6434 0.2627 -0.1 -0.1 -0.2
H 0.6354 -5.1711 -0.3735 0.0 -0.1 -0.1
H 0.2325 -4.0656 0.9206 0.0 -0.1 0.1
H -0.5643 -2.4245 -0.8779 -0.1 0.0 -0.1
H 1.1499 -2.5913 -0.6333 -0.1 0.0 0.0
H 0.2138 -4.5365 -2.6410 -0.2 0.0 0.0
H 1.5633 -3.4484 -2.6675 -0.1 -0.3 -0.1
H 0.4160 -1.7092 -3.7305 0.0 0.1 0.1
H -0.1926 -3.1610 -4.4685 0.1 0.1 -0.1
H -2.3012 -2.4001 -4.0740 0.0 -0.1 -0.1
H -1.9961 -2.8524 -2.4184 -0.2 -0.1 0.0
H -0.1291 -0.5987 -1.6314 0.1 0.0 -0.1
H 0.7658 1.7147 -1.0273 0.1 0.2 0.1
H -0.4388 2.9376 -0.5012 0.1 0.1 -0.1
H 0.8747 -0.1603 0.2755 -0.1 -0.1 -0.1
H -2.4854 2.9749 -1.7015 0.0 0.1 0.0
C 2.5487 3.6939 2.8022 -0.3 0.0 -0.2
C 3.6130 2.7400 2.3321 -0.1 0.2 0.2
C 5.0202 3.2885 2.2659 0.0 0.1 0.0
O 5.5990 2.5227 1.1884 0.0 0.1 0.0
C 4.5959 2.1432 0.3729 -0.2 0.0 0.0
O 4.7294 1.6622 -0.7096 0.2 -0.1 -0.1
O 3.4008 2.3752 0.9464 -0.2 -0.1 0.1
H 1.5885 3.1815 2.8692 0.0 0.0 0.0
H 2.7930 4.0988 3.7835 0.1 -0.1 0.0
H 2.4326 4.5184 2.0970 0.1 0.0 0.0
H 3.5907 1.8218 2.9241 0.1 0.0 0.0
H 5.5718 3.1302 3.1827 0.1 -0.1 -0.1
H 5.0490 4.3459 1.9938 -0.1 0.0 0.0
C -5.5088 3.8935 -1.2947 0.2 0.1 0.3
C -6.4587 4.7587 -0.5089 0.1 -0.1 -0.2
C -6.9934 5.9632 -1.2572 0.0 0.0 0.0
O -7.1946 6.9193 -0.2053 0.0 0.0 -0.1
C -6.3527 6.6047 0.8052 0.1 0.0 -0.1
O -6.1200 7.3082 1.7361 -0.1 0.1 0.1
O -5.7898 5.3985 0.5977 -0.1 -0.1 0.1
H -5.2099 3.0228 -0.7117 0.0 0.0 0.0
H -5.9678 3.5460 -2.2160 0.0 0.0 0.0
H -4.6059 4.4536 -1.5405 -0.1 0.1 -0.1
H -7.2777 4.1646 -0.0946 0.0 0.0 0.0
H -7.9300 5.7762 -1.7752 -0.1 0.1 0.1
H -6.2603 6.3691 -1.9581 0.0 -0.1 0.0
C 1.5528 -10.4258 -2.1672 0.1 0.0 0.2
C 0.3986 -9.5419 -1.7702 0.1 -0.1 -0.1
C 0.3631 -8.1852 -2.4430 0.0 0.1 -0.1
O -0.2715 -7.3653 -1.4524 0.0 -0.1 0.0
C -0.0389 -7.9258 -0.2386 0.1 -0.1 -0.1
O -0.2617 -7.4018 0.8027 0.0 -0.1 0.1
O 0.4900 -9.1611 -0.3849 -0.1 0.0 0.0
H 1.4739 -11.4021 -1.6910 0.0 0.0 0.0
H 1.5650 -10.5688 -3.2479 0.0 0.0 0.0
H 2.4972 -9.9790 -1.8560 0.0 0.1 -0.1
H -0.5527 -10.0638 -1.9050 0.0 0.0 0.0
H -0.2169 -8.1713 -3.3623 -0.1 0.1 0.1
H 1.3639 -7.7905 -2.6350 0.0 0.0 0.0
C 8.9205 1.5930 7.0150 0.0 0.2 0.1
C 7.4972 1.3514 6.5837 0.2 0.0 0.0
C 7.3124 1.0282 5.1144 -0.1 -0.1 0.0
O 6.0028 1.5540 4.8496 0.1 -0.1 0.0
C 5.7665 2.5473 5.7425 0.0 0.0 0.0
O 4.8568 3.3082 5.6616 0.0 0.0 0.0
O 6.7070 2.5526 6.7057 0.0 -0.1 0.1
H 8.9763 1.7557 8.0902 0.0 0.0 0.0
H 9.5421 0.7337 6.7633 0.0 0.0 0.0
H 9.3210 2.4800 6.5236 0.0 0.0 -0.1
H 7.0286 0.5866 7.2080 0.0 0.0 0.0
H 7.3349 -0.0363 4.8977 -0.1 0.0 0.0
H 8.0328 1.5463 4.4773 0.0 0.0 0.1
C -2.4377 9.8963 2.6673 0.3 0.0 0.0
C -2.4531 9.6492 1.1810 -0.1 0.0 0.2
C -3.4315 8.5915 0.7171 0.0 0.0 -0.1
O -2.7783 8.0646 -0.4503 -0.1 0.0 0.0
C -1.4480 8.2643 -0.3109 0.0 0.0 0.1
O -0.6147 7.7822 -1.0068 0.0 0.0 0.0
O -1.2021 9.0876 0.7341 0.0 0.1 -0.1
H -1.7586 10.7105 2.9179 0.0 0.0 0.0
H -3.4369 10.1575 3.0154 0.0 0.0 0.0
H -2.0987 9.0051 3.1956 -0.1 -0.1 0.0
H -2.6072 10.5850 0.6366 0.0 0.0 0.0
H -4.4084 8.9861 0.4533 0.0 0.0 -0.1
H -3.5549 7.7871 1.4434 0.0 0.0 0.0
C 3.4776 -1.7148 -1.8298 -0.2 0.1 0.0
C 4.5653 -2.7467 -1.9526 0.0 0.2 0.0
C 5.4020 -2.6616 -3.2121 0.1 0.0 0.0
O 5.7704 -4.0307 -3.4288 0.0 0.0 0.0
C 4.8279 -4.8144 -2.8537 0.0 0.1 0.0
O 4.7338 -5.9874 -3.0094 0.0 -0.1 0.0
O 4.0048 -4.0690 -2.0804 0.1 -0.1 0.1
H 2.9658 -1.8134 -0.8722 0.1 0.0 0.0
H 3.8834 -0.7042 -1.8976 0.1 0.0 0.0
H 2.7353 -1.8556 -2.6174 0.1 0.1 0.0
H 5.2043 -2.7428 -1.0657 0.0 0.0 0.0
H 6.2915 -2.0474 -3.1030 0.1 -0.1 0.0
H 4.8213 -2.3162 -4.0708 0.0 0.0 0.0



17
Properties=species:S:1:pos:R:3:forces:R:3 method="wB97M-V/def2-TZVPD" relative_energy_kcal_mol=64.0 smiles="C[C@@H]1N=C(I)NC(=[NH2+])N1" gap_ev="8.237 / 8.239" total_charge=+1 e_lumo_ev="-4.4 / -4.4"
C 0.8739 1.7067 0.7209 2.8 1.9 -1.3
C 0.3740 1.2058 -0.6388 0.4 0.5 1.7
N -1.0125 1.3649 -0.7953 -5.3 -5.2 4.1
C -1.7857 0.2185 0.0877 3.7 6.2 -5.0
I -3.8263 0.2486 0.2109 0.5 0.0 0.1
N -1.0139 -0.8433 0.4311 0.8 3.5 -2.9
C 0.1227 -1.1361 -0.2914 1.3 0.3 1.1
N 0.4126 -2.4195 -0.1806 -1.6 -2.0 0.3
N 0.8218 -0.1651 -0.8266 0.0 -1.1 -0.3
H 0.1581 1.3744 1.3679 -1.6 -0.6 2.4
H 0.8991 2.8520 0.7040 -0.1 -1.7 0.2
H 1.9157 1.3168 1.0225 -1.5 0.6 -0.6
H 0.8282 1.7909 -1.3799 0.7 0.6 -1.4
H -1.3638 -1.4749 1.0274 -1.4 -3.0 2.6
H -0.5008 -2.9505 0.0992 3.1 0.4 -0.8
H 1.3212 -2.8761 -0.3670 -1.1 0.4 0.0
H 1.7759 -0.2132 -1.1922 -0.7 -0.9 0.0



20
Properties=species:S:1:pos:R:3:forces:R:3 method="wB97M-V/def2-TZVPD" relative_energy_kcal_mol=28.6 smiles="O=CCCS.O.O.O" gap_ev=9.152 e_lumo_ev=0.2
O -1.9887 -2.0637 1.4232 1.1 -0.3 0.9
C -0.8658 -1.9140 1.8623 0.2 -0.7 -1.4
C 0.0181 -0.7584 1.4260 -1.4 1.1 2.2
C -0.9538 0.4978 1.5337 -0.9 2.0 0.4
S -0.0200 2.1343 1.9239 -2.0 -0.4 0.7
H -0.3056 -2.6378 2.5440 -1.1 0.3 -0.3
H 0.2930 -0.8049 0.3928 0.6 -0.5 -0.5
H 0.8871 -0.8046 2.1655 -0.9 0.8 -1.3
H -1.5600 0.7946 0.6002 1.3 -1.2 1.2
H -1.7571 0.4387 2.3548 1.5 -0.4 -1.1
H -1.1682 2.7443 2.5378 1.7 -0.8 -0.9
O 0.2203 -0.2796 -2.8076 -0.2 -1.4 -0.5
H 0.8940 -0.9586 -2.9938 -0.2 0.9 0.2
H 0.6053 0.5622 -2.6330 1.1 0.7 0.1
O -2.1248 -0.1421 -1.6081 -0.1 0.8 -0.3
H -1.2177 -0.0638 -1.9512 -0.5 -0.3 -0.1
H -2.0567 -0.8078 -0.9391 -0.2 -0.7 0.7
O 3.3278 1.1555 -2.0154 1.7 1.8 -0.7
H 3.7995 1.9062 -2.5150 -1.3 -1.7 0.9
H 3.9733 1.0017 -1.3011 -0.5 -0.1 -0.2



20
Properties=species:S:1:pos:R:3:forces:R:3 method="wB97M-V/def2-TZVPD" relative_energy_kcal_mol=78.4 gap_ev="7.147 / 7.096" e_lumo_ev="-0.7 / 0.1"
C -2.3847 -1.1021 0.9438 0.7 -0.4 0.9
C -0.8078 -2.3484 -1.2839 1.9 0.8 -2.3
C 3.7517 0.8728 -0.4046 -1.2 4.7 -3.0
C 0.1845 2.1399 1.5859 0.1 1.1 -1.7
Si -0.8984 -0.7264 -0.2410 -1.4 -0.1 0.3
Si 0.4204 1.1887 -0.0026 1.3 -1.3 -0.3
P -1.1924 1.3522 -1.4622 -0.9 -0.5 -0.2
H -2.9279 -2.0213 0.7863 0.1 -0.6 -0.9
H -2.1098 -1.2683 1.9873 0.8 0.1 0.2
H -3.1762 -0.4085 1.0968 -0.5 1.2 -0.5
H -0.8229 -3.2324 -0.6229 -0.2 0.4 -0.5
H -1.4897 -2.3978 -2.1781 -0.3 0.0 1.5
H 0.1445 -2.3703 -1.9575 -0.9 0.0 1.7
H 3.9291 0.2964 0.4074 0.5 -2.0 1.9
H 3.6437 0.7201 -1.4736 0.1 -1.3 0.4
H 3.8472 1.9968 -0.3532 0.0 -1.3 0.8
H -0.5681 1.5993 2.0843 -1.0 -0.4 1.1
H 1.1381 2.0787 2.0603 0.5 0.1 0.8
H -0.1072 3.1943 1.3683 0.2 -0.8 0.4
H -0.5741 0.4363 -2.3409 0.4 0.1 -0.4



39
Properties=species:S:1:pos:R:3:forces:R:3 method="wB97M-V/def2-TZVPD" relative_energy_kcal_mol=69.7 gap_ev=9.739 e_lumo_ev=-0.6
O -2.2241 -1.7242 1.0892 0.6 -0.9 0.6
H -2.6329 -0.8903 0.9526 -0.9 1.0 -0.2
H -1.6706 -1.5622 1.8638 -0.1 0.0 0.1
O 0.5226 -2.5298 0.8772 -0.6 -0.5 0.8
H -0.2078 -3.1637 0.9355 -0.3 0.1 -0.9
H 1.0037 -2.8364 1.6438 0.7 0.1 0.5
O -1.0204 2.1321 -2.2673 -0.5 1.4 0.3
H -0.1232 2.1384 -2.5494 1.2 0.2 -0.5
H -1.2715 1.2280 -2.3032 -0.5 -0.8 -0.7
O 0.9972 2.0698 1.8995 -1.6 0.6 1.6
H 0.1908 1.5918 1.6596 -0.2 0.3 0.2
H 1.6273 1.7307 1.3212 1.8 -0.7 -1.3
O -2.1667 -3.5972 -0.8423 0.6 -0.2 -1.2
H -2.4234 -4.3286 -0.3096 -0.4 -1.2 0.4
H -2.2175 -2.8838 -0.2269 -0.2 1.1 0.7
O 2.3626 -2.8506 -1.0759 -0.5 0.5 0.8
H 1.8506 -2.3650 -0.3853 0.1 -1.1 -0.7
H 2.6471 -2.1163 -1.6110 0.5 0.2 -0.7
O -2.0600 1.1977 2.1908 0.4 -0.6 0.8
H -2.9281 1.4002 2.5166 -0.6 0.4 0.4
H -2.2042 0.9225 1.2975 0.2 0.4 -1.0
O 1.9441 0.9283 -0.7573 -1.3 0.9 -1.2
H 1.6760 0.2899 -1.4285 0.6 0.0 -0.2
H 2.5709 0.5319 -0.1820 1.3 -1.2 0.6
O -1.2592 -0.4548 -2.4092 0.1 -0.1 0.6
H -0.9048 -1.3189 -2.2388 0.1 -1.3 -0.7
H -1.1115 -0.1239 -1.5087 -0.3 0.3 0.4
O 3.2110 -1.0020 0.7940 0.0 1.8 0.2
H 2.5325 -1.1773 1.4299 -0.5 0.0 0.7
H 3.5673 -1.8291 0.5429 0.7 -1.5 -0.5
O 1.5943 3.8249 -0.4644 -0.6 -0.7 0.0
H 1.2552 2.9423 -0.2113 0.5 0.5 -0.2
H 0.8796 4.3587 -0.1073 0.2 0.4 0.1
O -0.3654 0.1568 0.2416 -1.2 0.8 -0.1
H 0.4865 0.2424 -0.1658 1.1 0.8 -0.1
H -0.4807 -0.7706 0.2998 -0.3 -1.7 0.6
O -1.4452 3.1653 0.0867 -0.9 -0.1 1.7
H -1.1162 4.0504 0.0088 0.1 0.4 -0.3
H -1.0858 2.6227 -0.6068 0.2 0.1 -1.1



89
Properties=species:S:1:pos:R:3:forces:R:3 method="wB97M-V/def2-TZVPD" relative_energy_kcal_mol=0.0 gap_ev="4.432 / 4.552" spin_multiplicity=6 total_charge=+4 s2=8.814 e_lumo_ev="-13.0 / -16.5"
Ir -0.0750 -0.2431 -1.3001 -0.1 1.0 1.7
C 1.8225 -0.3450 -1.3941 5.0 -0.4 -1.4
O 2.9904 -0.3589 -1.4049 -3.5 0.1 0.4
C -1.8625 0.0673 -0.7419 -4.9 0.6 0.5
O -2.9337 0.3146 -0.3326 3.3 -0.7 -0.9
P 0.0257 2.1996 -1.7240 0.5 2.7 -1.0
C -0.2960 2.2565 -3.5682 -0.2 -0.8 -0.4
H -0.2904 3.3139 -3.8809 0.0 -0.2 0.6
C -1.2564 3.3911 -1.0505 -0.5 -0.9 0.7
H -2.1518 2.7525 -0.9751 0.1 0.2 -0.1
C 1.7013 3.0336 -1.5948 0.5 -1.0 0.4
H 2.3835 2.3256 -2.1016 -0.3 0.2 0.1
C 1.4141 -3.1534 0.3470 0.5 0.8 -0.1
P -0.1039 -2.4603 -0.4318 -0.2 -2.8 0.5
H -0.6583 -4.4074 -1.7616 0.0 0.5 0.1
H 2.1933 -2.9504 -0.4015 -0.1 -0.1 0.1
C -1.4621 -3.2828 0.5407 -0.3 0.7 0.2
H -1.1398 -4.3382 0.5748 0.1 0.4 -0.2
C -0.9557 3.9121 0.3595 -0.2 0.4 0.0
H -1.8478 4.4295 0.7441 0.2 -0.2 -0.1
H -0.1466 4.6534 0.3563 -0.3 -0.3 0.0
H -0.7083 3.1037 1.0587 0.1 0.0 0.1
C -1.5902 4.5702 -1.9751 0.2 0.2 -0.4
H -0.7539 5.2749 -2.0514 -0.3 -0.2 0.0
H -2.4407 5.1218 -1.5510 0.2 -0.2 0.0
H -1.8801 4.2617 -2.9822 0.0 0.1 0.2
C 1.7768 4.3731 -2.3342 -0.2 0.3 -0.2
H 1.3887 4.3311 -3.3588 0.1 0.1 0.3
H 2.8345 4.6689 -2.4076 -0.3 -0.2 0.1
H 1.2580 5.1708 -1.7863 0.2 -0.2 -0.2
C 2.2051 3.1896 -0.1550 0.1 0.1 0.2
H 3.2339 3.5833 -0.1824 -0.3 -0.2 0.0
H 2.2153 2.2341 0.3864 0.1 0.1 -0.1
H 1.5972 3.8996 0.4160 0.3 -0.2 -0.2
C 0.8424 1.5288 -4.2731 0.6 -0.1 0.1
H 1.8046 2.0548 -4.2116 -0.4 0.1 -0.2
H 0.5904 1.3581 -5.3287 0.2 0.1 0.3
H 1.0083 0.5555 -3.7894 0.1 0.4 -0.4
C -1.6721 1.6518 -3.8593 -0.2 -0.1 -0.1
H -1.6961 0.5864 -3.5915 -0.1 0.2 -0.1
H -1.9061 1.7283 -4.9314 0.1 0.0 0.3
H -2.4744 2.1511 -3.2981 0.1 -0.1 -0.2
C 1.3513 -4.6649 0.5795 0.0 -0.3 0.1
H 1.0080 -5.2349 -0.2883 0.1 0.1 0.1
H 0.7207 -4.9255 1.4375 0.1 0.1 -0.1
H 2.3666 -5.0083 0.8141 -0.2 0.0 -0.1
C 1.8226 -2.4386 1.6321 0.2 -0.1 0.4
H 1.1442 -2.6594 2.4645 0.1 -0.1 -0.2
C -1.2242 -2.6445 -2.9168 -0.3 -0.5 0.0
H 1.8443 -1.3506 1.5031 0.2 0.1 -0.1
H 2.8275 -2.7800 1.9203 -0.2 0.2 0.0
C 1.1281 -3.6018 -2.6782 0.0 0.0 0.0
H -0.9728 -1.5635 -2.8974 -0.1 -0.2 -0.2
H -1.1230 -2.9862 -3.9534 -0.1 0.2 0.2
H -2.2718 -2.7148 -2.5997 0.3 0.0 -0.2
C -0.2470 -3.4131 -2.0218 0.1 0.2 -0.6
H 0.9906 -3.8328 -3.7405 0.1 0.0 0.2
H 1.6885 -4.4235 -2.2170 -0.1 0.2 -0.2
H 1.7393 -2.6920 -2.6108 0.0 -0.2 -0.2
C -2.8343 -3.2375 -0.1353 -0.1 0.0 0.0
H -3.1708 -2.2036 -0.2964 -0.1 -0.4 0.0
H -3.5467 -3.7292 0.5419 0.1 0.1 -0.3
H -2.8426 -3.7811 -1.0863 -0.1 0.1 0.4
C -1.5424 -2.7497 1.9751 -0.2 -0.1 0.4
H -1.4531 -1.6529 2.0042 -0.1 -0.2 0.0
H -0.7672 -3.1757 2.6273 -0.3 0.1 -0.2
H -2.5187 -3.0279 2.4021 0.3 0.1 -0.1
H 0.2720 -1.1934 -4.3447 -0.6 0.6 -0.6
H -0.2315 -0.6336 -4.4826 0.7 -1.1 -0.2
C -2.2413 0.7797 3.3670 -0.7 -0.3 -0.1
N -1.0595 0.4600 4.1620 0.5 0.9 -0.4
C -1.0842 0.6446 5.6134 -0.3 0.2 0.5
C 0.1377 0.4350 3.5248 -0.2 0.4 -0.1
S 0.2570 0.6549 1.8341 0.2 0.1 0.7
N 1.2591 0.2349 4.3081 1.0 -1.9 -1.4
C 1.2961 -0.9379 5.1991 -0.5 -0.6 0.8
C 2.5751 0.5924 3.7586 0.1 1.3 0.0
H -3.1273 0.7114 3.9978 0.1 0.0 0.0
H -2.3303 0.0701 2.5349 0.0 0.1 0.2
H -2.1753 1.7911 2.9295 0.1 -0.2 0.4
H -1.0766 -0.3310 6.1171 -0.2 0.1 -0.1
H -0.1975 1.2134 5.9233 -0.4 -0.1 0.0
H -2.0009 1.1764 5.8791 0.2 -0.1 0.0
H 2.1346 -1.6011 4.9460 0.0 0.5 -0.1
H 1.4168 -0.6391 6.2515 0.1 0.1 -0.2
H 0.3766 -1.5340 5.1114 0.3 0.3 0.0
H 2.9980 -0.2266 3.1515 -0.2 0.1 0.4
H 2.4424 1.4765 3.1166 0.2 -0.3 0.3
H 3.2580 0.8404 4.5888 -0.3 -0.3 -0.2